Here is C57H50AsBr2CsN2O7S2 as an isolated structure at a distorted geometry from OMol25. Energies are from the ωB97M-V functional and the def2-TZVPD basis.

Geometry as XYZ:
```
122
Properties=species:S:1:pos:R:3:forces:R:3
Cs -1.300144 -0.285793 -1.712467 -1.080 0.295 0.265
C -3.156612 -3.442518 -2.800139 -0.041 0.065 -0.070
C -4.001275 -2.209277 -2.885859 -0.121 -0.026 0.046
C -5.025247 -2.126115 -3.857103 -0.086 0.127 -0.077
C -5.767508 -0.988789 -3.962030 0.060 -0.163 -0.009
C -5.479208 0.113964 -3.126657 0.173 0.038 0.170
C -6.159356 1.348610 -3.168472 -0.234 0.169 -0.111
Br -7.642496 1.601046 -4.355916 0.057 -0.009 0.018
C -5.798868 2.396300 -2.363079 0.019 -0.129 -0.053
C -4.732102 2.238111 -1.489268 0.084 -0.095 0.052
Br -4.228034 3.687393 -0.363087 -0.075 0.106 0.000
C -3.990097 1.043388 -1.326597 -0.365 0.587 0.293
O -3.037026 0.938249 -0.512283 -2.253 1.097 0.747
C -4.423400 -0.053390 -2.188839 -0.562 0.249 -0.306
N -3.754454 -1.217859 -2.064989 -1.266 -0.773 -0.149
H -3.779545 -4.334820 -2.705333 0.062 -0.042 0.038
H -2.475833 -3.370107 -1.957617 0.050 -0.095 0.022
H -2.563872 -3.530506 -3.713398 0.054 -0.039 0.046
H -5.209562 -2.972328 -4.507517 0.012 0.006 -0.016
H -6.561923 -0.912617 -4.692121 -0.012 0.020 0.004
H -6.335556 3.333614 -2.405628 0.005 0.011 -0.003
C 0.019678 4.592976 6.250944 0.045 -0.030 -0.083
C -0.211884 3.824395 4.976015 -0.006 0.021 0.068
C -0.967630 4.368500 3.940083 -0.006 -0.040 -0.016
C -1.147612 3.678385 2.751386 0.014 -0.005 -0.062
C -0.552013 2.436108 2.588805 -0.103 0.018 -0.086
C 0.164047 1.861203 3.622731 0.064 -0.190 -0.100
C 0.340196 2.558929 4.807096 -0.015 0.069 -0.025
S -0.734417 1.530993 1.020866 0.361 1.129 0.609
O -0.077580 0.233497 1.272099 0.121 -0.357 0.346
C 0.419129 2.629607 0.135375 0.144 0.033 0.066
C -0.233870 3.619223 -0.623171 -0.182 0.063 0.017
C 0.478890 4.502940 -1.377296 -0.006 -0.042 0.013
C 1.884861 4.396777 -1.451823 0.058 -0.125 0.126
C 2.648653 5.267837 -2.263043 0.136 0.074 -0.088
C 4.005680 5.138743 -2.350085 -0.152 0.109 -0.041
C 4.661501 4.121890 -1.629820 0.040 -0.142 0.088
C 3.952444 3.267272 -0.832609 0.128 0.064 -0.035
C 2.545502 3.384866 -0.706591 -0.188 0.047 -0.125
C 1.787313 2.503117 0.122863 -0.209 0.089 -0.014
C 2.531607 1.522302 0.965625 0.017 -0.331 -0.212
C 3.287042 2.033246 2.068533 0.013 -0.171 0.152
C 3.268195 3.405174 2.419930 -0.017 0.119 0.096
C 3.991794 3.872971 3.482208 -0.114 0.052 -0.062
C 4.771078 2.994273 4.256877 0.081 -0.152 0.043
C 4.798470 1.661103 3.952076 0.061 0.080 0.100
C 4.058984 1.145805 2.863203 -0.111 0.196 -0.119
C 4.050916 -0.234461 2.554831 -0.069 -0.132 -0.097
C 3.304024 -0.701727 1.516592 0.078 -0.051 0.077
C 2.560472 0.174864 0.699571 -0.163 0.248 0.151
S 1.544269 -0.646549 -0.583350 2.281 -0.137 0.948
O 0.956310 0.423268 -1.399997 2.714 1.311 -0.017
C 3.014632 -1.168344 -1.494843 -0.143 -0.252 -0.020
C 3.704826 -0.243602 -2.255722 -0.015 0.144 0.012
C 4.813340 -0.649092 -2.977665 -0.033 -0.008 0.035
C 5.221969 -1.979536 -2.967390 0.037 -0.088 0.022
C 6.383875 -2.447580 -3.803780 -0.095 0.009 0.018
C 4.506467 -2.898101 -2.205303 0.052 0.055 -0.032
C 3.402443 -2.497375 -1.470681 -0.106 -0.009 0.076
H -0.711344 5.393300 6.365593 0.007 0.003 0.026
H 1.016281 5.042593 6.245800 -0.023 0.016 0.036
H -0.041673 3.937383 7.120366 -0.008 0.022 0.015
H -1.427842 5.342354 4.066280 0.007 -0.003 0.011
H -1.744845 4.100988 1.950606 0.006 0.014 0.018
H 0.578519 0.869157 3.481294 0.052 0.031 -0.023
H 0.927398 2.117301 5.604949 -0.024 -0.007 0.009
H -1.318222 3.660193 -0.597246 -0.003 -0.020 -0.068
H -0.021294 5.274864 -1.949925 -0.035 -0.034 -0.013
H 2.130532 6.034558 -2.827984 -0.002 -0.008 0.004
H 4.579087 5.807727 -2.979981 -0.012 -0.002 -0.007
H 5.735087 4.011441 -1.720672 -0.007 -0.028 0.017
H 4.463787 2.478041 -0.297369 0.011 0.005 -0.019
H 2.652635 4.086340 1.846310 0.024 -0.007 0.010
H 3.955855 4.924723 3.740165 -0.012 -0.004 -0.031
H 5.342710 3.375096 5.094687 -0.003 -0.013 0.001
H 5.388604 0.974204 4.549109 -0.009 -0.006 -0.012
H 4.642668 -0.913798 3.157805 -0.028 -0.002 0.023
H 3.274557 -1.761301 1.288628 0.060 -0.018 0.029
H 3.344921 0.777372 -2.305146 -0.003 -0.016 -0.034
H 5.355704 0.072787 -3.578226 -0.023 -0.005 -0.027
H 6.950242 -1.605618 -4.202441 0.019 -0.008 0.008
H 6.021846 -3.042852 -4.644711 0.029 0.007 -0.013
H 7.054135 -3.079403 -3.218548 0.039 0.011 -0.027
H 4.796786 -3.942490 -2.214615 -0.038 -0.009 0.000
H 2.818815 -3.223063 -0.913888 0.025 -0.016 -0.045
O 0.983690 -7.509575 -2.702604 0.048 -0.012 -0.041
C 1.156294 -6.530552 -3.459197 -0.112 0.219 0.107
O 1.586794 -6.482379 -4.626438 -0.007 -0.053 0.023
C 0.776139 -5.150929 -2.834319 0.102 -0.177 -0.171
C 0.457962 -5.056829 -1.477788 0.037 0.088 0.103
C 0.189909 -3.813885 -0.942095 0.019 -0.135 0.034
N 0.164585 -2.690216 -1.665481 0.126 -0.715 -0.211
C 0.436387 -2.778208 -2.965639 0.108 -0.069 -0.475
C 0.771817 -3.984656 -3.582433 0.044 -0.106 0.223
C 0.346535 -1.483711 -3.787364 0.434 -0.596 -0.621
O 1.414638 -0.993206 -4.178432 -0.005 -0.003 -0.014
O -0.827300 -1.076611 -3.964233 0.247 -0.693 -2.187
H 0.453547 -5.956146 -0.875774 -0.011 -0.009 -0.030
H -0.012323 -3.686745 0.121864 0.009 -0.027 -0.007
H 1.042204 -4.020724 -4.629147 -0.008 -0.002 0.007
C -5.489239 -0.605044 1.297867 0.128 -0.015 -0.061
C -4.252279 -0.790127 2.171323 -0.036 -0.026 -0.045
As -2.673417 -1.507280 1.194496 -0.353 -0.669 0.816
C -3.424199 -3.306943 0.778460 -0.039 0.031 0.086
C -4.140289 -4.120605 1.851403 0.060 0.091 -0.083
C -1.590994 -1.966372 2.818777 -0.025 -0.105 0.056
C -2.248213 -2.262865 4.165927 -0.011 0.020 -0.101
H -6.337114 -0.243900 1.886490 -0.013 -0.019 0.004
H -5.784847 -1.543479 0.821251 -0.021 0.006 0.008
H -5.298707 0.118841 0.508974 -0.047 0.008 -0.021
H -4.492847 -1.446048 3.011296 0.079 0.022 -0.002
H -3.944904 0.174685 2.585465 0.027 -0.012 0.009
H -2.585132 -3.882890 0.379056 -0.002 0.035 -0.058
H -4.097374 -3.122847 -0.062103 0.041 -0.012 -0.040
H -3.449452 -4.425267 2.637688 -0.055 -0.028 0.015
H -4.569181 -5.030063 1.420501 -0.014 -0.007 0.018
H -4.955655 -3.553673 2.306564 0.014 -0.029 0.053
H -0.918563 -1.118444 2.938736 0.041 -0.005 -0.087
H -0.956904 -2.806289 2.514894 -0.012 0.006 -0.028
H -2.836579 -1.410160 4.510130 -0.006 -0.025 0.029
H -1.484465 -2.458765 4.925207 -0.007 -0.004 0.015
H -2.906946 -3.130445 4.129694 -0.020 0.057 0.046
```
Positions in Å, forces in eV/Å.

For the HOMO energy, the calculation gives -2.671 eV. The calculation puts the gap between HOMO and LUMO at 5.91 eV. As for the charge: -2. The relative energy (zero: lowest compared OMol25 entry of this formula, charge and spin) comes out at 5.4 kcal/mol. For the largest force on an atom, the calculation gives 3.01 eV Å⁻¹. The LUMO energy comes out at 3.24 eV.